1.
DFT (the ωB97M-V functional and the def2-TZVPD basis) results for a single C25H37N3O5S molecule.

The value obtained for the energy above the lowest of the compared OMol25 structures with the same formula, charge and spin is 0.099 eV. The calculation puts the HOMO energy at -0.3336 hartree. Its gap between HOMO and LUMO is 9.67 eV. The energy comes out at -1913.5130 Eh. As for the SMILES: O=C(C1CCN(S(=O)(=O)N2CCC3(CC2)OCCO3)CC1)N1CCC(Cc2ccccc2)CC1.

Structure (XYZ):
```
71
C25H37N3O5S the ωB97M-V functional and the def2-TZVPD basis
O 1.841 4.170 -0.233
C 1.505 3.037 0.061
C 2.459 1.856 -0.148
C 3.127 1.491 1.194
C 4.569 1.005 0.978
N 4.729 0.295 -0.265
S 4.434 -1.320 -0.260
O 5.092 -1.850 0.894
O 4.780 -1.812 -1.556
N 2.752 -1.508 -0.034
C 2.416 -2.350 1.098
C 0.931 -2.229 1.420
C 0.071 -2.585 0.195
C 0.556 -1.817 -1.042
C 2.062 -1.960 -1.227
O 0.106 -3.970 -0.077
C -1.076 -4.541 0.434
C -2.083 -3.396 0.307
O -1.283 -2.247 0.486
C 4.448 1.066 -1.461
C 3.526 2.251 -1.170
N 0.305 2.784 0.629
C -0.649 3.864 0.797
C -1.863 3.654 -0.107
C -2.509 2.291 0.152
C -3.684 2.052 -0.809
C -4.304 0.698 -0.610
C -5.060 0.429 0.524
C -5.615 -0.822 0.724
C -5.428 -1.823 -0.214
C -4.683 -1.564 -1.351
C -4.121 -0.314 -1.543
C -1.444 1.204 0.005
C -0.268 1.496 0.938
H 1.927 0.987 -0.542
H 3.147 2.366 1.846
H 2.551 0.711 1.692
H 4.874 0.319 1.767
H 5.261 1.852 0.967
H 3.026 -2.031 1.942
H 2.652 -3.401 0.877
H 0.677 -1.214 1.723
H 0.679 -2.905 2.238
H 0.281 -0.772 -0.910
H 0.040 -2.208 -1.919
H 2.404 -1.356 -2.066
H 2.306 -3.010 -1.439
H -1.321 -5.416 -0.168
H -0.944 -4.836 1.484
H -2.859 -3.400 1.073
H -2.545 -3.380 -0.688
H 4.004 0.383 -2.186
H 5.398 1.423 -1.878
H 4.092 3.096 -0.779
H 3.050 2.581 -2.094
H -0.139 4.797 0.550
H -0.963 3.892 1.847
H -2.583 4.455 0.066
H -1.539 3.709 -1.149
H -2.887 2.266 1.180
H -3.328 2.144 -1.836
H -4.436 2.828 -0.642
H -5.221 1.209 1.255
H -6.201 -1.016 1.611
H -5.867 -2.799 -0.063
H -4.545 -2.335 -2.095
H -3.539 -0.120 -2.432
H -1.855 0.221 0.237
H -1.088 1.194 -1.029
H 0.481 0.714 0.861
H -0.627 1.521 1.975
```


2.
DFT (the ωB97M-V functional and the def2-TZVPD basis) results for 3 unconnected molecules or ions with the total composition C25H38Br2O11.

The value obtained for the energy above the lowest of the compared OMol25 structures with the same formula, charge and spin is 5.050 eV. The calculation puts the HOMO energy at -0.3382 hartree. Its gap between HOMO and LUMO is 9.38 eV. The energy comes out at -6950.9338 Eh. As for the SMILES: CC(=O)OCCCCCCCC[C@]1(C)OC(=O)O[C@@H]1/C(Br)=C(/C)Br.C[C@@H]1COC(=O)O1.C[C@@H]1COC(=O)O1.

Structure (XYZ):
```
76
C25H38Br2O11 the ωB97M-V functional and the def2-TZVPD basis
C -0.237 -7.727 -5.664
C 0.285 -7.733 -4.136
O -0.453 -8.198 -3.237
O 1.587 -7.209 -3.934
C 2.218 -7.776 -2.750
C 2.007 -6.735 -1.544
C 3.110 -5.554 -1.757
C 3.406 -4.945 -0.284
C 3.148 -3.336 -0.254
C 1.565 -3.078 0.046
C 1.130 -1.597 -0.392
C -0.080 -0.965 0.446
C 0.133 -0.904 2.029
C -0.479 -2.223 2.771
O -0.862 0.118 2.459
C -0.435 0.349 3.816
O -1.092 0.356 4.864
O 1.004 0.554 3.825
C 1.420 -0.202 2.658
C 2.429 0.635 1.753
Br 4.216 -0.184 1.347
C 2.221 1.923 1.218
C 3.300 2.732 0.326
Br 0.532 2.896 1.576
H 0.526 -8.339 -6.256
H -0.212 -6.644 -6.018
H -1.281 -8.179 -5.652
H 3.346 -7.817 -2.977
H 1.865 -8.829 -2.486
H 2.178 -7.249 -0.539
H 0.982 -6.219 -1.555
H 2.703 -4.699 -2.397
H 4.110 -5.966 -2.140
H 4.467 -5.163 0.087
H 2.704 -5.377 0.525
H 3.510 -2.812 -1.197
H 3.683 -2.973 0.702
H 1.015 -3.856 -0.610
H 1.424 -3.319 1.150
H 0.751 -1.684 -1.482
H 2.066 -0.942 -0.452
H -0.986 -1.663 0.271
H -0.406 0.046 -0.008
H 0.212 -2.540 3.619
H -1.560 -2.027 3.103
H -0.562 -3.017 1.937
H 2.068 -1.107 2.957
H 3.976 3.387 0.986
H 3.896 2.053 -0.365
H 2.695 3.450 -0.346
C -4.114 5.694 -1.353
C -3.085 4.714 -1.890
C -3.137 3.366 -1.234
O -1.825 2.871 -1.486
C -1.012 3.964 -1.532
O 0.184 3.919 -1.523
O -1.747 5.115 -1.589
H -4.904 5.850 -2.091
H -4.603 5.316 -0.453
H -3.669 6.660 -1.112
H -3.165 4.643 -2.980
H -3.900 2.715 -1.661
H -3.273 3.422 -0.149
C -1.064 6.822 2.174
C -2.455 7.424 2.256
C -3.097 7.278 3.604
O -4.478 7.396 3.280
C -4.611 6.906 2.015
O -5.657 6.658 1.490
O -3.388 6.733 1.428
H -0.313 7.615 2.133
H -0.829 6.221 3.057
H -0.946 6.188 1.293
H -2.435 8.468 1.923
H -2.783 8.047 4.310
H -2.939 6.290 4.049
```